# 1
12
Properties=species:S:1:pos:R:3:nbo_charge:R:1 method="wB97M-V/def2-TZVPD" e_homo_ev=-9.4 total_charge=0 homo_lumo_gap_ha=0.3756 multiplicity=1 smiles="[H]/N=C/NCC=O" e_tot_ha=-302.63447 e_above_lowest_kj_mol=153.9
C -0.93 0.91 0.97 0.28
C -0.02 -0.72 -0.66 -0.33
C 1.33 -1.07 -1.22 0.43
H -1.48 1.84 2.51 0.34
H -1.88 0.40 0.84 0.14
H 0.94 0.96 0.16 0.41
H -0.29 -1.52 0.05 0.21
H -0.70 -0.80 -1.56 0.22
H 1.39 -2.04 -1.77 0.12
N -0.66 1.74 1.92 -0.68
N -0.01 0.63 -0.07 -0.63
O 2.31 -0.34 -1.16 -0.52



# 2
55
Properties=species:S:1:pos:R:3:nbo_charge:R:1 method="wB97M-V/def2-TZVPD" e_homo_ev=-4.0 total_charge=-1 homo_lumo_gap_ha=0.2238 multiplicity=1 e_tot_ha=-2033.35808 e_above_lowest_kj_mol=8.6
Cd -1.49 -1.21 -0.18 1.65
N -3.45 0.14 0.22 -0.93
C -3.93 1.16 -0.70 -0.20
C -4.02 0.60 -2.13 -0.52
C -2.67 0.00 -2.51 0.77
O -1.81 0.75 -2.99 -0.72
O -2.52 -1.24 -2.20 -0.88
H -4.07 -0.66 0.29 0.40
H -3.30 0.44 1.18 0.41
H -3.23 1.99 -0.69 0.19
H -4.91 1.55 -0.41 0.16
H -4.26 1.42 -2.81 0.21
H -4.80 -0.16 -2.18 0.20
O -2.25 -0.57 2.89 -0.78
C -2.08 -1.74 2.48 0.74
O -2.73 -2.29 1.53 -0.82
C -0.99 -2.57 3.11 -0.11
C -1.02 -2.75 4.49 -0.20
C -0.07 -3.51 5.14 -0.27
C 0.95 -4.09 4.39 -0.22
C 1.01 -3.89 3.02 -0.25
C 0.05 -3.13 2.34 -0.13
S 0.29 -2.89 0.60 -0.54
H -1.81 -2.26 5.04 0.21
H -0.12 -3.65 6.22 0.19
H 1.71 -4.69 4.88 0.19
H 1.82 -4.32 2.45 0.21
O 2.86 4.74 0.32 -0.72
C 1.98 4.36 1.37 -0.08
C 1.23 3.12 0.98 0.01
C 0.14 2.72 1.75 -0.26
C -0.52 1.56 1.40 0.05
N -0.17 0.82 0.34 -0.52
C 0.88 1.19 -0.39 0.29
C 1.60 2.34 -0.10 -0.27
C 1.26 0.29 -1.53 0.16
C 2.39 0.51 -2.31 -0.23
C 2.66 -0.37 -3.35 -0.02
C 3.86 -0.14 -4.23 -0.08
O 3.85 1.15 -4.83 -0.72
C 1.80 -1.42 -3.58 -0.25
C 0.69 -1.56 -2.75 0.10
N 0.44 -0.73 -1.76 -0.44
H 3.37 5.50 0.61 0.47
H 1.27 5.16 1.60 0.17
H 2.55 4.15 2.28 0.18
H -0.18 3.28 2.62 0.21
H -1.34 1.16 2.00 0.25
H 2.43 2.65 -0.71 0.23
H 3.05 1.34 -2.12 0.22
H 3.91 -0.93 -4.99 0.16
H 4.78 -0.18 -3.65 0.19
H 2.96 1.32 -5.15 0.47
H 1.97 -2.12 -4.39 0.21
H -0.04 -2.35 -2.90 0.22



What did the first record say?
12
Properties=species:S:1:pos:R:3:nbo_charge:R:1 method="wB97M-V/def2-TZVPD" e_homo_ev=-9.4 total_charge=0 homo_lumo_gap_ha=0.3756 multiplicity=1 smiles="[H]/N=C/NCC=O" e_tot_ha=-302.63447 e_above_lowest_kj_mol=153.9
C -0.93 0.91 0.97 0.28
C -0.02 -0.72 -0.66 -0.33
C 1.33 -1.07 -1.22 0.43
H -1.48 1.84 2.51 0.34
H -1.88 0.40 0.84 0.14
H 0.94 0.96 0.16 0.41
H -0.29 -1.52 0.05 0.21
H -0.70 -0.80 -1.56 0.22
H 1.39 -2.04 -1.77 0.12
N -0.66 1.74 1.92 -0.68
N -0.01 0.63 -0.07 -0.63
O 2.31 -0.34 -1.16 -0.52



What did the first record say?
12
Properties=species:S:1:pos:R:3:nbo_charge:R:1 method="wB97M-V/def2-TZVPD" e_homo_ev=-9.4 total_charge=0 homo_lumo_gap_ha=0.3756 multiplicity=1 smiles="[H]/N=C/NCC=O" e_tot_ha=-302.63447 e_above_lowest_kj_mol=153.9
C -0.93 0.91 0.97 0.28
C -0.02 -0.72 -0.66 -0.33
C 1.33 -1.07 -1.22 0.43
H -1.48 1.84 2.51 0.34
H -1.88 0.40 0.84 0.14
H 0.94 0.96 0.16 0.41
H -0.29 -1.52 0.05 0.21
H -0.70 -0.80 -1.56 0.22
H 1.39 -2.04 -1.77 0.12
N -0.66 1.74 1.92 -0.68
N -0.01 0.63 -0.07 -0.63
O 2.31 -0.34 -1.16 -0.52